Density functional theory data (ωB97M-V with the def2-TZVPD basis set) for a cluster of 3 separate species, C12H30BIN3O12P2 in total in a non-equilibrium geometry.

Bonds (Å) are listed after each position.
Element x y z (Å)
1 I 7.48 3.13 -2.71  C30 2.200
2 P 0.25 -3.13 -0.43  O6 1.610, O9 1.498, O11 1.612, O14 1.612
3 P -3.69 -1.48 5.08  O4 1.498, O8 1.610, O10 1.612, O13 1.612
4 O -3.58 -1.31 6.57  P3 1.498
5 O -0.30 4.75 -1.31  B31 1.506, H49 1.013
6 O 1.50 -2.91 0.56  P2 1.610, C23 1.410
7 O 4.25 0.49 -1.69  C25 1.563, C27 1.645
8 O -2.34 -1.95 4.36  P3 1.610, C24 1.410
9 O 0.52 -2.78 -1.87  P2 1.498
10 O -4.78 -2.57 4.61  P3 1.612, C19 1.413
11 O -0.94 -2.28 0.25  P2 1.612, C26 1.413
12 O 1.33 6.27 -2.52  B31 1.475, H51 1.021
13 O -4.11 -0.15 4.28  P3 1.612, C22 1.410
14 O -0.17 -4.66 -0.17  P2 1.612, C20 1.410
15 O 6.15 5.96 -2.91  C30 1.362
16 N 1.15 3.67 -3.15  C28 1.401, B31 1.517, H59 1.065
17 N 2.50 2.13 -4.51  C28 1.533, C29 1.506, H61 1.062
18 N 3.54 4.43 -3.56  C21 1.511, C28 1.513, H48 1.046
19 C -5.98 -2.68 5.35  O10 1.413, H37 1.093, H55 1.092, H58 1.092
20 C -1.24 -5.20 -0.92  O14 1.410, H33 1.091, H35 1.092, H57 1.093
21 C 4.31 4.27 -2.27  N18 1.511, C30 1.672, H34 1.191, H56 1.191
22 C -5.26 0.55 4.69  O13 1.410, H32 1.093, H36 1.091, H42 1.092
23 C 1.47 -3.51 1.83  O6 1.410, H45 1.094, H53 1.094, H54 1.094
24 C -2.23 -1.80 2.96  O8 1.410, H38 1.094, H39 1.094, H44 1.094
25 C 3.61 0.18 -3.09  O7 1.563, C27 1.736, C29 1.783, H40 1.255
26 C -2.05 -1.94 -0.55  O11 1.413, H46 1.092, H47 1.092, H60 1.093
27 C 2.61 0.66 -1.75  O7 1.645, C25 1.736, H41 1.192, H52 1.170
28 C 2.41 3.43 -3.71  N16 1.401, N17 1.533, N18 1.513
29 C 3.82 1.43 -4.33  N17 1.506, C25 1.783, H43 1.168, H50 1.194
30 C 5.89 4.65 -2.63  I1 2.200, O15 1.362, C21 1.672
31 B 0.77 4.91 -2.36  O5 1.506, O12 1.475, N16 1.517
32 H -6.15 0.06 4.30  C22 1.093
33 H -1.18 -4.88 -1.96  C20 1.091
34 H 3.92 4.97 -1.38  C21 1.191
35 H -1.18 -6.29 -0.88  C20 1.092
36 H -5.32 0.60 5.78  C22 1.091
37 H -6.08 -1.89 6.10  C19 1.093
38 H -1.40 -2.41 2.60  C24 1.094
39 H -2.03 -0.76 2.71  C24 1.094
40 H 3.52 -1.01 -3.47  C25 1.255
41 H 2.44 -0.22 -0.97  C27 1.192
42 H -5.22 1.57 4.30  C22 1.092
43 H 4.71 2.10 -3.97  C29 1.168
44 H -3.15 -2.13 2.45  C24 1.094
45 H 1.70 -4.58 1.73  C23 1.094
46 H -2.06 -0.86 -0.71  C26 1.092
47 H -2.96 -2.24 -0.02  C26 1.092
48 H 4.19 4.25 -4.36  N18 1.046
49 H -1.16 4.44 -1.74  O5 1.013
50 H 4.20 0.84 -5.30  C29 1.194
51 H 1.77 6.53 -1.64  O12 1.021
52 H 2.58 1.79 -1.45  C27 1.170
53 H 2.23 -3.05 2.46  C23 1.094
54 H 0.49 -3.39 2.31  C23 1.094
55 H -5.99 -3.65 5.86  C19 1.092
56 H 4.23 3.13 -1.92  C21 1.191
57 H -2.19 -4.88 -0.49  C20 1.093
58 H -6.83 -2.63 4.67  C19 1.092
59 H 0.36 2.98 -3.33  N16 1.065
60 H -2.03 -2.44 -1.52  C26 1.093
61 H 1.69 1.49 -4.26  N17 1.062

Output
- Charge: +1
- Frontier orbital gap: 7.2 eV
- Total energy: -2547.37297 a.u.
- HOMO: -0.44013 Ha
- Spin multiplicity: 1

Charges per atom according to Löwdin partitioning, unit e: number 1, I, carries 0.85; number 2, P, carries 0.44; number 3, P, carries 0.45; number 4, O, carries -0.24; number 5, O, carries 0.05; number 6, O, carries -0.21; number 7, O, carries -0.24; number 8, O, carries -0.19; number 9, O, carries -0.26; number 10, O, carries -0.22; number 11, O, carries -0.24; number 12, O, carries 0.08; number 13, O, carries -0.23; number 14, O, carries -0.22; number 15, O, carries -0.09; number 16, N, carries 0.21; number 17, N, carries 0.05; number 18, N, carries 0.05; number 19, C, carries -0.12; number 20, C, carries -0.10; number 21, C, carries -0.17; number 22, C, carries -0.11; number 23, C, carries -0.10; number 24, C, carries -0.12; number 25, C, carries -0.10; number 26, C, carries -0.11; number 27, C, carries 0.00; number 28, C, carries -0.11; number 29, C, carries -0.12; number 30, C, carries -0.65; number 31, B, carries -0.44; number 32, H, carries 0.09; number 33, H, carries 0.09; number 34, H, carries 0.16; number 35, H, carries 0.10; number 36, H, carries 0.09; number 37, H, carries 0.08; number 38, H, carries 0.06; number 39, H, carries 0.10; number 40, H, carries 0.19; number 41, H, carries 0.13; number 42, H, carries 0.09; number 43, H, carries 0.07; number 44, H, carries 0.09; number 45, H, carries 0.10; number 46, H, carries 0.09; number 47, H, carries 0.09; number 48, H, carries 0.14; number 49, H, carries 0.13; number 50, H, carries 0.15; number 51, H, carries 0.15; number 52, H, carries 0.09; number 53, H, carries 0.10; number 54, H, carries 0.07; number 55, H, carries 0.10; number 56, H, carries 0.11; number 57, H, carries 0.09; number 58, H, carries 0.09; number 59, H, carries 0.19; number 60, H, carries 0.08; number 61, H, carries 0.15